No. 1
Entry from OMol25: a cluster of 2 separate species, C2H4BrNO in total at a distorted geometry (the ωB97M-V functional and the def2-TZVPD basis).

CARTESIAN COORDINATES (ANGSTROEM)
1 C 2.113 -0.484 -0.160
2 C -0.278 0.820 0.131
3 N 1.306 -1.354 -0.056
4 O 0.987 1.214 -0.265
5 Br 3.821 0.068 0.025
6 H -0.207 0.544 1.128
7 H -0.524 0.061 -0.557
8 H -0.913 1.592 -0.087
9 H 1.200 -2.302 -0.289

E_HOMO	-8.808	eV
2S+1	1
charge	0
Kohn-Sham gap	8.97	eV

No. 2
Entry from OMol25: the molecule C2H4BrNO2 at a distorted geometry (the ωB97M-V functional and the def2-TZVPD basis).

CARTESIAN COORDINATES (ANGSTROEM)
1 C -1.882 0.750 -0.023
2 C 1.520 -0.231 -0.298
3 N -0.703 -0.604 -0.085
4 O -2.145 1.233 0.999
5 O 0.297 0.327 -0.075
6 Br -0.739 -1.533 1.550
7 H -2.171 0.954 -1.030
8 H 1.581 -0.612 -1.241
9 H 1.894 -0.875 0.477
10 H 2.350 0.590 -0.274

E_HOMO	-9.182	eV
2S+1	1
charge	0
Kohn-Sham gap	9.81	eV